# 1
This record from the Open Molecules 2025 dataset describes a molecular structure, C22H52CdNO23P4 at a distorted geometry. The level of theory is ωB97M-V/def2-TZVPD.

The HOMO-LUMO gap comes out at 4.900 eV. As for the charge: +1.

```
103
C22H52CdNO23P4 (ωB97M-V/def2-TZVPD)
Cd -27.729 -0.539 1.961
N -29.894 -1.442 4.624
O -30.199 -2.662 4.670
O -30.204 -0.588 5.496
O -29.304 -0.954 3.671
C -32.328 2.373 9.290
C -32.560 1.145 8.674
C -32.516 1.035 7.228
C -32.176 2.246 6.560
C -32.037 3.498 7.176
C -32.060 3.565 8.556
O -31.980 4.711 9.272
O -32.781 -0.062 6.495
H -32.334 2.492 10.363
H -32.945 0.356 9.303
H -32.170 2.175 5.483
H -31.972 4.346 6.509
H -31.807 5.523 8.790
H -31.930 -0.309 6.126
C -32.082 1.946 -1.096
O -30.958 1.712 -0.267
P -30.296 0.208 -0.234
O -29.202 0.005 0.741
O -31.583 -0.725 0.007
C -31.827 -1.332 1.283
O -29.858 -0.011 -1.741
C -29.573 -1.346 -2.257
H -32.032 2.854 -1.696
H -32.898 2.173 -0.410
H -32.246 1.111 -1.777
H -32.286 -0.583 1.929
H -30.898 -1.719 1.703
H -32.656 -2.023 1.136
H -30.312 -2.131 -2.091
H -28.815 -1.839 -1.648
H -29.258 -1.474 -3.292
C -27.727 -4.867 3.870
O -28.615 -4.887 2.688
P -28.376 -3.954 1.374
O -27.897 -2.650 1.738
O -27.275 -4.775 0.403
C -27.169 -6.201 0.210
O -29.829 -3.937 0.616
C -30.932 -4.649 1.178
H -27.430 -5.906 4.014
H -28.204 -4.402 4.734
H -26.762 -4.392 3.694
H -26.247 -6.605 -0.208
H -27.812 -6.414 -0.644
H -27.516 -6.861 1.006
H -30.714 -5.600 1.665
H -31.772 -4.744 0.489
H -31.403 -4.022 1.935
C -35.185 -6.780 4.900
O -35.809 -5.941 5.869
P -35.568 -4.312 6.061
O -36.248 -3.627 7.211
O -34.030 -4.272 6.124
C -33.322 -3.023 6.297
O -35.971 -3.594 4.600
C -37.338 -3.249 4.350
H -35.930 -7.326 4.321
H -34.490 -7.508 5.319
H -34.642 -6.115 4.227
H -32.237 -3.103 6.226
H -33.528 -2.709 7.320
H -33.748 -2.272 5.631
H -37.863 -2.346 4.658
H -37.989 -4.101 4.152
H -37.130 -3.008 3.307
C -28.039 1.953 5.855
O -27.473 2.793 4.839
P -28.053 2.814 3.297
O -28.082 1.486 2.553
O -29.558 3.502 3.609
C -30.655 3.299 2.671
O -27.184 3.978 2.658
C -25.671 4.121 2.696
H -28.151 0.929 5.500
H -28.939 2.328 6.343
H -27.319 1.966 6.673
H -31.240 4.214 2.572
H -31.446 2.613 2.975
H -30.356 2.990 1.669
H -25.256 3.802 1.740
H -25.106 3.545 3.428
H -25.271 5.121 2.861
C -27.540 -3.875 10.303
O -28.593 -3.101 9.701
C -29.748 -3.809 9.515
C -29.851 -4.648 8.198
O -28.891 -5.675 8.072
C -29.072 -6.696 7.120
H -26.908 -3.888 9.415
H -27.901 -4.827 10.692
H -27.032 -3.274 11.057
H -30.493 -3.055 9.261
H -30.225 -4.301 10.363
H -29.857 -4.217 7.198
H -30.848 -5.089 8.214
H -30.108 -7.033 7.118
H -28.465 -7.602 7.117
H -28.746 -6.242 6.184
```


# 2
This record from the Open Molecules 2025 dataset describes a molecular structure, H24O12 at a distorted geometry. The level of theory is ωB97M-V/def2-TZVPD.

The HOMO-LUMO gap comes out at 7.771 eV. As for the charge: 0.

```
36
H24O12 (ωB97M-V/def2-TZVPD)
O -1.724 -0.302 -0.815
H -1.489 0.219 -0.048
H -2.677 -0.383 -0.767
O -1.474 -1.094 1.913
H -1.998 -0.389 1.532
H -1.695 -1.866 1.391
O -1.187 1.739 -1.657
H -1.108 2.455 -1.027
H -1.395 0.971 -1.124
O -0.903 -2.255 -1.277
H -1.070 -1.313 -1.272
H -0.591 -2.449 -0.393
O -1.370 0.980 0.744
H -1.774 1.004 1.612
H -1.259 1.901 0.507
O 0.909 1.890 1.151
H 1.489 2.347 0.543
H 1.298 1.020 1.246
O 2.692 -0.772 -0.313
H 2.055 -0.059 -0.359
H 3.511 -0.381 -0.617
O 1.590 -0.736 -2.759
H 2.296 -1.326 -2.495
H 1.443 -0.180 -1.994
O 1.566 0.921 -1.366
H 1.696 1.869 -1.341
H 0.742 0.779 -0.900
O -0.001 1.076 3.003
H 0.549 1.781 2.662
H -0.246 0.567 2.231
O 0.333 0.007 -0.131
H -0.403 0.207 0.447
H 0.046 -0.757 -0.630
O -0.111 -2.311 0.460
H 0.213 -1.913 1.268
H 0.048 -3.248 0.574
```


# 3
This record from the Open Molecules 2025 dataset describes a molecular structure, C12H30N2O4Sn at a distorted geometry. The level of theory is ωB97M-V/def2-TZVPD.

The HOMO-LUMO gap comes out at 7.570 eV. As for the charge: +2.

```
49
C12H30N2O4Sn (ωB97M-V/def2-TZVPD)
Sn 1.208 0.782 0.204
C -3.478 3.403 -2.793
O -3.139 2.082 -2.404
C -1.787 1.811 -2.596
C -1.385 0.467 -2.023
N -1.076 0.452 -0.548
C -2.238 1.021 0.214
C -1.848 1.098 1.682
O -0.786 2.016 1.583
C -0.778 3.066 2.530
H -4.538 3.559 -2.625
H -3.242 3.541 -3.854
H -2.906 4.173 -2.261
H -1.175 2.556 -2.052
H -1.512 1.815 -3.656
H -0.515 0.115 -2.571
H -2.166 -0.286 -2.176
H -1.236 -0.533 -0.344
H -3.224 0.557 0.117
H -2.397 2.045 -0.123
H -1.483 0.105 1.974
H -2.655 1.410 2.338
H 0.119 3.688 2.509
H -0.870 2.794 3.587
H -1.576 3.800 2.364
C 4.132 -0.541 1.894
O 2.709 -0.681 1.990
C 2.338 -1.968 2.503
C 0.856 -2.108 2.365
N 0.421 -1.856 0.984
C 0.974 -2.880 0.043
C 0.431 -2.527 -1.332
O 1.009 -1.313 -1.775
C 2.244 -1.522 -2.491
H 4.277 0.444 1.448
H 4.566 -1.302 1.244
H 4.644 -0.516 2.856
H 2.673 -2.107 3.535
H 2.864 -2.785 1.993
H 0.310 -1.466 3.063
H 0.512 -3.099 2.689
H -0.564 -2.116 0.966
H 0.639 -3.874 0.350
H 2.057 -2.797 0.019
H -0.661 -2.484 -1.310
H 0.639 -3.324 -2.051
H 2.862 -2.238 -1.950
H 2.699 -0.545 -2.626
H 2.049 -1.929 -3.485
```


# 4
This record from the Open Molecules 2025 dataset describes a single C2H4N2S molecule at a distorted geometry. The level of theory is ωB97M-V/def2-TZVPD.

The HOMO-LUMO gap comes out at 8.756 eV. As for the charge: 0.

```
9
C2H4N2S (ωB97M-V/def2-TZVPD)
H -2.309 0.154 -0.078
N -1.955 -0.816 -0.030
C -0.684 -0.716 -0.053
N 0.025 0.494 -0.150
C 1.340 0.533 -0.049
S 2.417 -0.753 -0.047
H -0.168 -1.638 0.038
H -0.474 1.248 0.269
H 1.807 1.494 0.100
```


- The highest charge belongs to which entry?
  C12H30N2O4Sn


- Among the records above, which one has the highest charge?
  C12H30N2O4Sn